[1]
Here is a cluster of 2 separate species, C4H9N2O2 in total from the Open Molecules 2025 dataset. Energies are from ωB97M-V/def2-TZVPD.

Values from the calculation:
**Total charge**: +1
**Kohn-Sham gap**: 9.849 eV

Cartesian coordinates (Å):
C -2.1590 -0.5271 2.8276
C 0.8794 0.9571 1.0847
C -0.1705 -0.7617 -2.2200
C 0.0485 0.5274 -0.1098
N -1.7016 -0.6173 1.7671
N 0.5010 -0.2814 -0.9790
O -2.4827 -0.0136 3.9299
O -1.3275 -1.0968 0.7144
H 1.5095 0.2544 1.5950
H 0.4033 1.5893 1.9139
H 1.5640 1.6695 0.7337
H -0.9853 -0.1942 -2.5035
H 0.5872 -0.6198 -2.9901
H -0.5586 -1.7561 -1.9466
H -0.7793 1.0905 -0.3579
H -3.3952 0.4335 3.9879
H 1.3282 -0.8050 -0.7666


[2]
Here is an isolated molecule of C4H11N2O from the Open Molecules 2025 dataset. Energies are from ωB97M-V/def2-TZVPD.

Values from the calculation:
**Kohn-Sham gap (spin up / spin down)**: 4.133 / 8.786 eV
**2S+1**: 2

Cartesian coordinates (Å):
O 0.2064 1.9815 -0.1042
C -0.4447 0.9456 -0.4322
N -1.2154 0.8382 -1.5847
C -2.1248 -0.2594 -1.8860
C 0.0457 -0.4326 0.2480
N 1.0504 0.2268 1.2019
C 2.0817 -0.6210 1.9323
H -0.8363 1.6189 -2.2722
H -3.1234 -0.0817 -1.4523
H -1.9063 -1.1263 -1.4029
H -2.3494 -0.1739 -2.9516
H 0.4405 -1.2391 -0.5340
H -0.7468 -0.9185 0.8299
H 1.5985 0.8312 0.4868
H 0.5017 0.9046 1.7410
H 2.9899 -0.5359 1.4585
H 1.9458 -0.3203 2.9200
H 1.8866 -1.6381 1.8015


no.,largest force on an atom (Eh/bohr)
1,0.0627
2,0.0908